1.
Molecular formula: C20H55ClN5O9
Method: DFT, ωB97M-V/def2-TZVPD

Last column: Mulliken charge in e.
CARTESIAN COORDINATES (ANGSTROEM)
Cl -0.513 -0.359 0.900  1.15
O 0.740 0.006 1.520  -0.14
O -0.549 -0.303 -0.519  -0.29
O -0.758 -1.700 1.312  -0.63
O -1.560 0.438 1.389  -0.79
C -1.732 -2.467 -5.044  -1.46
C -1.504 -2.659 -3.488  1.00
C -2.755 -2.668 -2.665  -0.37
O -2.422 -2.800 -1.274  -0.19
C -3.525 -2.522 -0.400  -0.70
N -0.826 -3.920 -3.373  -0.75
H -0.745 -2.564 -5.496  0.47
H -2.147 -1.475 -5.216  0.24
H -2.369 -3.209 -5.525  0.36
H -0.814 -1.899 -3.120  -0.21
H -3.396 -3.508 -2.931  0.37
H -3.306 -1.741 -2.823  -0.10
H -4.304 -3.264 -0.581  0.39
H -3.860 -1.515 -0.647  0.24
H -3.269 -2.523 0.659  0.13
H -1.284 -4.631 -3.924  0.30
H -0.117 -3.689 -4.054  0.30
C -4.518 2.244 -3.021  -1.80
C -3.585 1.202 -2.706  0.96
C -2.284 1.412 -3.495  0.08
O -2.617 1.234 -4.892  -0.43
C -1.570 1.752 -5.696  -0.76
N -3.255 1.271 -1.273  -0.44
H -4.813 2.328 -4.066  0.28
H -3.942 3.136 -2.774  0.37
H -5.480 2.199 -2.511  0.49
H -4.156 0.327 -3.017  -0.17
H -1.443 0.746 -3.299  0.00
H -1.931 2.428 -3.321  0.34
H -0.618 1.331 -5.372  0.26
H -1.610 2.839 -5.626  0.31
H -1.887 1.414 -6.682  0.29
H -2.742 0.430 -1.052  -0.21
H -4.192 1.243 -0.896  0.35
C 1.206 4.630 -1.985  -1.56
C 1.675 3.175 -1.934  0.27
C 1.980 2.575 -0.598  -0.29
O 3.015 3.326 0.071  -0.43
C 3.428 2.842 1.334  -0.13
N 0.485 2.620 -2.570  -0.24
H 0.276 4.833 -1.454  0.26
H 1.210 5.063 -2.985  0.41
H 1.950 5.253 -1.489  0.42
H 2.519 3.116 -2.621  0.25
H 2.257 1.521 -0.620  0.19
H 1.117 2.586 0.068  0.27
H 2.683 3.138 2.072  0.28
H 4.403 3.259 1.584  0.35
H 3.483 1.757 1.427  -0.24
H 0.569 1.615 -2.508  0.03
H 0.541 2.801 -3.562  0.23
C -1.322 0.356 5.348  -1.34
C -0.050 1.150 5.394  0.29
C 1.286 0.388 5.260  -0.10
O 2.371 1.307 4.996  -0.39
C 3.631 0.711 5.051  -0.39
N -0.128 2.089 4.269  -0.85
H -2.137 0.874 5.854  0.36
H -1.250 -0.478 6.047  0.38
H -1.617 0.061 4.341  0.19
H -0.057 1.830 6.245  0.36
H 1.208 -0.312 4.428  -0.15
H 1.483 -0.045 6.241  0.54
H 3.877 0.127 4.164  -0.09
H 3.742 0.129 5.966  0.36
H 4.333 1.545 5.023  0.26
H -0.207 1.536 3.427  0.14
H 0.846 2.347 4.210  0.47
C 4.090 -1.385 1.452  -1.17
C 3.155 -2.608 1.293  0.51
C 2.307 -2.816 2.534  -0.44
O 1.321 -3.825 2.248  -0.33
C 0.959 -4.364 3.494  -0.83
N 2.330 -2.389 0.159  -0.71
H 4.877 -1.339 0.699  0.38
H 4.552 -1.274 2.433  0.37
H 3.489 -0.481 1.349  -0.10
H 3.767 -3.500 1.163  0.31
H 1.858 -1.882 2.873  -0.15
H 2.989 -3.176 3.304  0.69
H 0.438 -3.588 4.055  0.24
H 1.724 -4.834 4.112  0.34
H 0.406 -5.265 3.230  0.32
H 1.654 -1.737 0.530  -0.04
H 2.938 -1.830 -0.422  0.27

For the energy above the lowest of the compared OMol25 structures with the same formula, charge and spin, the calculation gives 63.9 kcal/mol. The total charge is -1. The molar mass comes out at 545.139 g mol⁻¹. Its total energy is -2205.77300 hartree. The value obtained for the HOMO-LUMO gap is 0.325 hartree.

2.
Molecular formula: C4H5N3O3S
Method: DFT, ωB97M-V/def2-TZVPD

Last column: Mulliken charge in e.
CARTESIAN COORDINATES (ANGSTROEM)
C -1.484 -1.991 0.381  -0.33
C -2.398 -1.061 0.242  -0.27
C 0.244 -0.597 -0.224  0.43
C 2.043 1.782 0.081  -0.87
N -0.164 -1.710 0.057  -0.31
N -1.010 0.832 -0.328  -0.67
N -2.171 0.390 -0.148  0.96
O -3.228 1.041 -0.107  -0.68
O 2.584 -0.720 0.615  -0.59
O 2.531 -0.101 -1.734  -0.59
S 1.992 0.053 -0.434  1.13
H -1.504 -3.103 0.446  0.38
H -3.468 -1.100 0.575  0.39
H 1.311 1.787 0.865  0.33
H 2.986 1.933 0.465  0.40
H 1.735 2.564 -0.751  0.29

For the energy above the lowest of the compared OMol25 structures with the same formula, charge and spin, the calculation gives 133.5 kcal/mol. The molar mass comes out at 175.169 g mol⁻¹. Its total energy is -943.35601 hartree. The value obtained for the HOMO-LUMO gap is 0.346 hartree.

3.
Molecular formula: C8H20N2OSi
Method: DFT, ωB97M-V/def2-TZVPD

Last column: Mulliken charge in e.
CARTESIAN COORDINATES (ANGSTROEM)
O 0.499 -1.203 1.930  -0.42
N 1.210 -2.508 -3.349  -0.69
N 0.160 -0.110 -0.798  0.00
C 0.531 -1.088 3.307  -0.76
C -1.653 2.706 -0.401  -1.53
C 0.205 -1.744 -2.617  -0.40
C 0.594 -1.460 -1.136  -0.74
C -1.264 0.259 -0.866  -0.87
C -1.731 1.289 0.211  0.37
C 2.145 0.953 1.148  -1.01
C -0.938 1.115 1.531  -0.72
Si 0.502 0.131 0.968  0.19
H 0.882 -2.636 -4.275  0.23
H 2.102 -2.008 -3.395  0.22
H -0.394 -1.480 3.740  0.25
H 1.334 -1.701 3.713  0.23
H 0.638 -0.040 3.587  0.36
H -0.642 2.964 -0.703  0.32
H -2.061 3.526 0.247  0.38
H -2.251 2.654 -1.313  0.40
H 0.026 -0.769 -3.089  0.25
H -0.766 -2.224 -2.643  0.37
H 0.084 -2.116 -0.401  0.39
H 1.649 -1.627 -1.001  0.40
H -1.491 0.655 -1.873  0.39
H -1.845 -0.670 -0.754  0.39
H -2.806 1.067 0.403  0.31
H 2.903 0.329 0.666  0.29
H 2.432 1.111 2.187  0.34
H 2.068 1.948 0.701  0.31
H -0.583 2.063 1.932  0.44
H -1.540 0.617 2.346  0.29

For the energy above the lowest of the compared OMol25 structures with the same formula, charge and spin, the calculation gives 0.0 kcal/mol. The molar mass comes out at 188.347 g mol⁻¹. Its total energy is -791.09523 hartree. The SMILES is CO[Si@]1(C)C[C@@H](C)CN1CCN. The value obtained for the HOMO-LUMO gap is 0.351 hartree.

4.
Molecular formula: C32H49BrF5N2O11S
Method: DFT, ωB97M-V/def2-TZVPD

Last column: Mulliken charge in e.
CARTESIAN COORDINATES (ANGSTROEM)
C 1.494 2.552 2.454  -1.08
C 2.185 1.610 1.791  -0.93
C 1.750 0.176 1.596  -0.93
C 1.246 -0.368 0.209  1.84
C -0.258 -0.638 0.537  -2.88
C -1.290 -1.039 -0.495  1.46
C -2.694 -0.851 0.122  -1.63
C -3.720 -1.678 -0.647  -0.43
C -5.159 -1.302 -0.290  -0.76
O -5.941 -1.276 -1.471  -0.33
C -7.059 -0.412 -1.412  -0.28
C -6.946 0.660 -2.495  -0.99
C 1.351 0.618 -0.967  1.96
C 2.757 1.214 -1.245  -2.38
C 0.467 1.882 -0.803  -0.86
C -0.678 2.069 -1.793  -0.22
O -0.496 2.365 -2.964  -0.64
N -1.970 1.991 -1.205  1.01
C -2.293 3.232 -0.476  -1.39
C -3.027 1.630 -2.145  -1.12
O 0.945 0.048 -2.225  -0.22
C 1.466 -1.168 -2.595  1.08
S 3.089 -0.910 -3.538  -0.24
C 0.560 -1.734 -3.716  -1.00
C -0.863 -2.061 -3.345  0.24
O -1.181 -3.088 -2.770  -0.51
O -1.814 -1.140 -3.717  -0.36
C 1.530 -2.244 -1.457  -0.92
Br 2.576 -3.777 -2.041  0.18
N 1.953 -1.708 -0.118  2.23
C 1.635 -2.685 0.964  0.35
C 1.002 -3.839 0.794  -1.49
C 3.470 -1.589 -0.081  -1.56
C 4.273 -2.679 0.635  -0.66
C 5.739 -2.446 0.275  0.59
F 6.464 -3.352 0.998  -0.25
F 6.174 -1.228 0.648  -0.27
F 6.005 -2.682 -1.017  -0.26
H 0.423 2.678 2.369  0.21
H 2.054 3.221 3.089  0.36
H 3.168 1.901 1.440  0.42
H 1.007 0.000 2.363  0.65
H 2.596 -0.400 1.965  0.24
H -0.347 -1.311 1.386  1.00
H -0.595 0.297 0.981  0.74
H -1.269 -2.108 -0.693  0.28
H -1.310 -0.494 -1.430  -1.14
H -2.946 0.203 0.212  0.34
H -2.620 -1.244 1.139  0.56
H -3.572 -2.711 -0.334  0.55
H -3.543 -1.665 -1.718  0.15
H -5.152 -0.337 0.220  0.45
H -5.590 -2.046 0.381  0.21
H -7.162 0.071 -0.441  0.30
H -7.983 -0.960 -1.587  0.36
H -6.408 1.536 -2.145  0.19
H -7.932 0.947 -2.847  0.41
H -6.394 0.254 -3.337  0.24
H 3.562 0.499 -1.371  0.23
H 3.034 2.002 -0.559  0.86
H 2.646 1.701 -2.210  0.56
H 1.073 2.769 -0.949  0.63
H 0.074 1.994 0.198  -0.28
H -3.095 3.011 0.221  0.47
H -1.420 3.607 0.041  0.44
H -2.665 3.968 -1.192  0.43
H -3.974 1.877 -1.669  0.52
H -3.001 2.179 -3.084  0.26
H -3.053 0.556 -2.290  -0.08
H 3.116 -1.972 -4.352  0.26
H 1.008 -2.612 -4.162  0.65
H 0.576 -0.975 -4.490  0.61
H -2.188 -1.378 -4.571  0.36
H 0.544 -2.676 -1.408  -0.79
H 1.887 -2.396 1.970  0.53
H 0.238 -3.965 0.038  0.21
H 1.196 -4.696 1.419  0.40
H 3.881 -1.499 -1.080  0.30
H 3.781 -0.658 0.374  0.96
H 4.079 -3.688 0.300  0.43
H 4.267 -2.584 1.713  0.18
C 6.507 -3.987 3.885  -0.33
C 5.271 -3.498 4.603  0.40
O 5.276 -4.257 5.784  -0.33
C 6.589 -4.558 6.065  0.52
O 6.977 -4.954 7.102  -0.45
O 7.366 -4.319 4.976  -0.33
F 4.130 -3.774 3.896  -0.30
H 6.308 -4.879 3.290  0.26
H 6.956 -3.229 3.253  0.25
H 5.282 -2.435 4.853  0.30
C -4.243 7.347 1.935  -0.40
C -3.883 7.864 0.562  0.27
O -2.508 7.526 0.464  -0.29
C -2.307 6.427 1.238  0.72
O -1.347 5.735 1.188  -0.54
O -3.356 6.227 2.069  -0.32
F -4.019 9.205 0.473  -0.28
H -4.025 8.080 2.712  0.29
H -5.280 7.035 2.017  0.27
H -4.429 7.394 -0.258  0.27

The total charge is +1. The molar mass comes out at 844.708 g mol⁻¹. Its total energy is -5657.03926 hartree. The value obtained for the HOMO-LUMO gap is 0.322 hartree.

5.
Molecular formula: C4H11NO
Method: DFT, ωB97M-V/def2-TZVPD

Last column: Mulliken charge in e.
CARTESIAN COORDINATES (ANGSTROEM)
C 0.991 -0.300 -1.305  -1.26
C 0.069 0.762 -0.705  0.58
C 0.874 1.884 -0.208  -1.42
N -0.861 0.313 0.370  -0.49
C -0.439 -0.710 1.243  -0.46
O -0.819 -1.969 0.602  -0.56
H 2.084 0.033 -1.075  0.27
H 0.791 -1.181 -0.696  0.39
H 0.831 -0.596 -2.317  0.36
H -0.537 0.856 -1.580  0.23
H 0.129 2.730 0.060  0.37
H 1.612 1.670 0.619  0.30
H 1.479 2.277 -1.059  0.41
H -1.117 1.043 1.002  0.26
H 0.606 -0.722 1.476  0.28
H -0.926 -0.757 2.196  0.37
H -1.344 -1.605 -0.184  0.37

For the energy above the lowest of the compared OMol25 structures with the same formula, charge and spin, the calculation gives 48.7 kcal/mol. The molar mass comes out at 89.138 g mol⁻¹. Its total energy is -288.93948 hartree. The SMILES is CC(C)NCO. The value obtained for the HOMO-LUMO gap is 0.379 hartree.

6.
Molecular formula: H43O21
Method: DFT, ωB97M-V/def2-TZVPD

Last column: Mulliken charge in e.
CARTESIAN COORDINATES (ANGSTROEM)
O -2.370 -2.175 3.667  -0.61
H -2.196 -1.342 4.097  0.29
H -2.455 -2.059 2.730  0.32
O 0.012 -1.501 0.780  -0.17
H 0.637 -1.104 0.162  0.19
H 0.437 -1.930 1.545  -0.08
O 3.635 2.021 1.904  -0.52
H 3.476 1.988 2.883  0.26
H 4.197 1.233 1.764  0.35
O 3.454 2.281 -1.602  -0.46
H -3.951 1.715 2.045  0.30
H 2.267 1.770 -2.534  0.32
O -1.881 0.385 -4.316  -0.64
H -0.963 0.604 -4.545  0.28
H -1.846 -0.506 -4.689  0.34
O -3.733 1.790 2.988  -0.64
H 3.622 3.209 -1.839  0.34
H -2.798 2.046 3.080  0.35
O -1.664 3.596 2.808  -0.70
H -2.252 3.613 3.581  0.29
H -1.623 4.338 2.208  0.28
O -1.542 1.266 1.381  -0.50
H -1.298 2.179 1.641  0.35
H -0.768 0.690 1.166  0.26
O -2.653 2.189 -1.346  -0.58
H -3.528 2.379 -1.648  0.28
H -2.116 2.731 -0.793  0.13
O 1.298 -1.359 3.842  -0.49
H 1.273 -2.222 3.359  0.25
H 1.400 -1.736 4.739  0.27
O -3.176 -1.089 -2.181  -0.65
H -2.353 -0.637 -1.938  0.23
H -3.466 -0.714 -3.008  0.30
O -0.048 2.304 -1.142  -0.78
H -0.873 1.738 -0.961  0.39
H -0.298 3.242 -1.088  0.34
O 3.070 -2.480 -1.368  -0.33
H 3.983 -2.218 -1.095  0.31
H 3.220 -3.162 -2.028  0.10
O -0.269 -1.632 -3.553  -0.39
H -1.150 -1.673 -3.119  0.21
H -0.480 -2.497 -3.918  0.27
O 1.569 -0.499 -2.010  -1.19
H 2.289 -1.193 -2.257  0.33
H 0.741 -0.920 -2.350  0.42
O 1.216 1.057 1.492  -0.47
H 3.241 2.306 -0.641  0.18
O 2.388 -3.724 1.510  -0.74
H 2.771 -3.308 0.683  0.32
H 1.623 -4.262 1.300  0.31
O -1.960 -3.389 -1.901  -0.66
H -2.330 -4.014 -1.275  0.31
H -2.673 -2.714 -1.949  0.36
O 1.414 1.686 -3.084  -0.53
H 1.396 0.489 -2.799  0.69
H 0.573 1.937 -2.581  0.51
O 1.151 3.779 0.902  -0.69
H 0.584 2.981 1.072  0.25
H 1.869 3.288 0.470  0.24
O -1.353 -4.341 1.644  -0.62
H -1.211 -4.675 2.548  0.32
H -0.580 -3.808 1.516  0.23
H 2.043 0.618 1.710  0.09
H 1.007 1.433 2.344  0.30

For the energy above the lowest of the compared OMol25 structures with the same formula, charge and spin, the calculation gives 55.9 kcal/mol. The molar mass comes out at 379.323 g mol⁻¹. Its total energy is -1605.60505 hartree. As for the spin multiplicity: 2. The value obtained for the HOMO-LUMO gap (alpha / beta) is 0.099 / 0.383 hartree.

Please write out number 6 again, unchanged.
Molecular formula: H43O21
Method: DFT, ωB97M-V/def2-TZVPD

Last column: Mulliken charge in e.
CARTESIAN COORDINATES (ANGSTROEM)
O -2.370 -2.175 3.667  -0.61
H -2.196 -1.342 4.097  0.29
H -2.455 -2.059 2.730  0.32
O 0.012 -1.501 0.780  -0.17
H 0.637 -1.104 0.162  0.19
H 0.437 -1.930 1.545  -0.08
O 3.635 2.021 1.904  -0.52
H 3.476 1.988 2.883  0.26
H 4.197 1.233 1.764  0.35
O 3.454 2.281 -1.602  -0.46
H -3.951 1.715 2.045  0.30
H 2.267 1.770 -2.534  0.32
O -1.881 0.385 -4.316  -0.64
H -0.963 0.604 -4.545  0.28
H -1.846 -0.506 -4.689  0.34
O -3.733 1.790 2.988  -0.64
H 3.622 3.209 -1.839  0.34
H -2.798 2.046 3.080  0.35
O -1.664 3.596 2.808  -0.70
H -2.252 3.613 3.581  0.29
H -1.623 4.338 2.208  0.28
O -1.542 1.266 1.381  -0.50
H -1.298 2.179 1.641  0.35
H -0.768 0.690 1.166  0.26
O -2.653 2.189 -1.346  -0.58
H -3.528 2.379 -1.648  0.28
H -2.116 2.731 -0.793  0.13
O 1.298 -1.359 3.842  -0.49
H 1.273 -2.222 3.359  0.25
H 1.400 -1.736 4.739  0.27
O -3.176 -1.089 -2.181  -0.65
H -2.353 -0.637 -1.938  0.23
H -3.466 -0.714 -3.008  0.30
O -0.048 2.304 -1.142  -0.78
H -0.873 1.738 -0.961  0.39
H -0.298 3.242 -1.088  0.34
O 3.070 -2.480 -1.368  -0.33
H 3.983 -2.218 -1.095  0.31
H 3.220 -3.162 -2.028  0.10
O -0.269 -1.632 -3.553  -0.39
H -1.150 -1.673 -3.119  0.21
H -0.480 -2.497 -3.918  0.27
O 1.569 -0.499 -2.010  -1.19
H 2.289 -1.193 -2.257  0.33
H 0.741 -0.920 -2.350  0.42
O 1.216 1.057 1.492  -0.47
H 3.241 2.306 -0.641  0.18
O 2.388 -3.724 1.510  -0.74
H 2.771 -3.308 0.683  0.32
H 1.623 -4.262 1.300  0.31
O -1.960 -3.389 -1.901  -0.66
H -2.330 -4.014 -1.275  0.31
H -2.673 -2.714 -1.949  0.36
O 1.414 1.686 -3.084  -0.53
H 1.396 0.489 -2.799  0.69
H 0.573 1.937 -2.581  0.51
O 1.151 3.779 0.902  -0.69
H 0.584 2.981 1.072  0.25
H 1.869 3.288 0.470  0.24
O -1.353 -4.341 1.644  -0.62
H -1.211 -4.675 2.548  0.32
H -0.580 -3.808 1.516  0.23
H 2.043 0.618 1.710  0.09
H 1.007 1.433 2.344  0.30

For the energy above the lowest of the compared OMol25 structures with the same formula, charge and spin, the calculation gives 55.9 kcal/mol. The molar mass comes out at 379.323 g mol⁻¹. Its total energy is -1605.60505 hartree. As for the spin multiplicity: 2. The value obtained for the HOMO-LUMO gap (alpha / beta) is 0.099 / 0.383 hartree.